# C2H3CsO2

A structure of composition C2H3CsO2 (ωB97M-V/def2-TZVPD, the OMol25 dataset).

```
! RIJCOSX wB97M-V def2-TZVPD def2/J DEFGRID3
* xyz 0 1
Cs 4.2187 0.3489 -3.7820
C -0.8000 -0.6309 0.7464
C -0.1925 0.7391 0.3469
O -0.0495 0.9472 -0.8802
O -0.1143 1.5591 1.2522
H -1.8751 -0.5064 0.6167
H -0.5148 -1.0520 1.7104
H -0.6726 -1.4050 -0.0104
*
```

Summary:
- energy above the lowest of the compared OMol25 structures with the same formula, charge and spin (kJ/mol) = 179.4
- Kohn-Sham gap (eV) = 4.07
- molecular weight (g mol⁻¹) = 191.95